This record from OMol25 describes a cluster of 12 separate species, C48H96F9N3O12 in total in a non-equilibrium geometry. The level of theory is ωB97M-V/def2-TZVPD.

Values from the calculation:
* charge: +1
* <S²>: 0.7544
* frontier orbital gap (alpha / beta): 0.2966 / 0.1402 hartree
* electronic energy: -3851.99628 a.u.
* spin multiplicity: 2

Positions of all 168 atoms, in Å:
C -0.8332 1.0246 2.5440
C -0.4414 1.5021 1.1227
N 0.4659 0.5506 0.5332
C 0.4929 0.3541 -0.9241
C -0.8921 -0.0688 -1.4435
C 1.8429 0.4559 1.1305
C 2.8121 1.6476 0.7968
H -1.6116 1.6182 3.0234
H -0.0432 1.1559 3.2834
H -1.0824 -0.0345 2.6100
H -1.3953 1.6233 0.6094
H 0.0790 2.4547 1.0241
H 0.7755 1.2736 -1.4368
H 1.2497 -0.4171 -1.0679
H -0.8592 -0.1489 -2.5301
H -1.3582 -0.9552 -1.0134
H -1.6210 0.7216 -1.2642
H 2.3270 -0.4449 0.7532
H 1.8952 0.3943 2.2175
H 3.8338 1.5259 1.1566
H 2.5278 2.6585 1.0888
H 3.0112 1.7126 -0.2729
C -0.1743 5.8813 -5.8453
C -0.6115 5.9246 -4.3086
N 0.0450 4.8990 -3.4560
C -0.1365 3.4940 -3.8729
C -1.6784 3.0236 -4.0879
C 1.3691 5.2197 -3.0395
C 1.9056 4.2620 -1.9703
H -0.6847 6.6684 -6.4003
H -0.5337 4.9489 -6.2807
H 0.9002 5.9790 -6.0004
H -0.4142 6.9512 -4.0000
H -1.6898 5.7982 -4.2107
H 0.5384 3.3724 -4.7201
H 0.1829 2.8569 -3.0481
H -1.9589 3.5178 -5.0180
H -1.5560 1.9460 -4.1968
H -2.3497 3.2058 -3.2487
H 1.2631 6.1756 -2.5266
H 2.0386 5.2321 -3.8996
H 2.3934 3.3741 -2.3724
H 1.1695 4.0357 -1.1989
H 2.7246 4.7880 -1.4796
C -0.6992 -5.3328 -3.8951
C -1.8289 -5.9072 -3.0330
N -2.0143 -5.3571 -1.6628
C -0.8321 -5.2704 -0.7575
C -1.1051 -4.1979 0.2824
C -3.2167 -5.8269 -0.9566
C -3.3470 -7.3714 -0.7131
H -0.8932 -5.6577 -4.9173
H 0.2649 -5.7656 -3.6281
H -0.6084 -4.2494 -3.9733
H -2.7193 -5.6072 -3.5856
H -1.8143 -6.9957 -2.9776
H -0.6872 -6.2481 -0.2979
H 0.0558 -4.9976 -1.3278
H -0.1917 -3.8786 0.7843
H -1.3603 -3.2392 -0.1691
H -1.6057 -4.5264 1.1932
H -4.0225 -5.4172 -1.5658
H -3.2763 -5.3373 0.0154
H -3.4681 -7.9580 -1.6238
H -4.1356 -7.7843 -0.0840
H -2.4119 -7.7865 -0.3371
C 3.0588 1.5313 8.0795
C 2.3020 1.8846 6.7488
O 1.9606 0.7465 6.0028
C 0.7254 0.0917 6.1839
O -0.1796 0.3795 6.9346
C 0.6870 -1.2413 5.3675
F -0.4905 -1.3136 4.7392
F 1.7098 -1.2437 4.4622
F 0.7833 -2.1402 6.3043
H 4.0492 1.1060 7.9174
H 2.4616 0.8952 8.7328
H 3.2633 2.4826 8.5706
H 3.0045 2.4720 6.1576
H 1.5688 2.6299 7.0569
C 6.3439 3.5249 -0.0246
C 7.1389 2.2222 -0.1868
O 6.3105 1.1194 0.0998
C 5.8106 0.4033 -0.8588
O 6.0595 0.6278 -2.0699
C 5.1592 -0.9369 -0.3170
F 3.9675 -1.0596 -0.9507
F 6.0304 -1.9089 -0.7255
F 4.9828 -0.9283 1.0481
H 6.9230 4.4459 0.0423
H 5.7175 3.6699 0.8556
H 5.7660 3.5177 -0.9488
H 8.0660 2.2263 0.3864
H 7.5146 2.2498 -1.2097
C 6.4341 -5.3319 0.5525
C 5.0983 -6.0324 0.9204
O 4.3476 -5.1730 1.8513
C 3.6232 -4.0734 1.4433
O 3.4645 -3.8062 0.2119
C 2.9148 -3.2874 2.5327
F 3.8101 -2.6285 3.2620
F 1.9893 -2.4847 2.0485
F 2.3769 -4.1784 3.3518
H 6.2658 -4.4987 -0.1299
H 6.9622 -6.0949 -0.0195
H 6.9371 -5.1004 1.4913
H 5.3529 -6.9052 1.5216
H 4.5952 -6.3214 -0.0024
C -5.1928 1.0104 6.0781
C -4.9806 -0.4056 5.5825
O -5.9610 -1.0955 5.2809
C -3.5384 -0.9533 5.3826
H -5.5729 1.5384 5.2035
H -4.2547 1.3817 6.4908
H -5.9291 0.9029 6.8746
H -3.6358 -1.9460 4.9431
H -3.0029 -0.8243 6.3231
H -3.1209 -0.3886 4.5489
C -3.5795 -1.3102 1.3347
C -5.0184 -1.7631 1.5681
O -5.9228 -0.9236 1.4665
C -5.2659 -3.1796 2.0899
H -2.8761 -1.5700 2.1259
H -3.4944 -0.2248 1.3879
H -3.1467 -1.6741 0.4029
H -4.3072 -3.4754 2.5161
H -5.3960 -3.9043 1.2862
H -6.0388 -3.2087 2.8580
C -3.1226 -1.9375 -3.1763
C -4.5167 -2.1309 -3.8698
O -5.3073 -1.2077 -3.9013
C -4.9368 -3.4090 -4.4586
H -2.2953 -2.1452 -3.8550
H -2.9592 -2.6099 -2.3342
H -3.0788 -0.9020 -2.8390
H -4.1454 -3.9231 -5.0041
H -5.7910 -3.3450 -5.1328
H -5.2697 -3.8926 -3.5403
C -0.1814 6.6722 0.0996
C -0.0871 5.4469 1.0405
O -1.0759 4.6548 1.2628
C 1.3116 5.2140 1.6849
H -0.8927 7.4694 0.3157
H -0.2634 6.2278 -0.8923
H 0.7629 7.2155 0.1339
H 2.2009 5.1860 1.0551
H 1.3345 4.4042 2.4142
H 1.5113 6.0710 2.3281
C -4.2024 3.2200 0.1128
C -4.3687 4.6556 -0.3411
O -5.1651 5.4479 0.1397
C -3.3975 5.2475 -1.3073
H -3.1423 2.9676 0.1397
H -4.6374 2.5056 -0.5861
H -4.6077 3.0182 1.1043
H -2.3752 4.9968 -1.0241
H -3.4494 6.3165 -1.5138
H -3.4333 4.8065 -2.3035
C 1.1749 -2.3581 -4.0893
C 1.3674 -0.8258 -4.4563
O 0.4499 -0.2734 -5.1228
C 2.5335 -0.0019 -3.7767
H 0.2318 -2.4982 -3.5610
H 1.9978 -2.8408 -3.5621
H 0.9400 -2.9776 -4.9548
H 2.9756 -0.4996 -2.9136
H 2.0200 0.9017 -3.4483
H 3.2578 0.1634 -4.5743

This record from OMol25 describes a cluster of 8 separate species, C48H96O4 in total in a non-equilibrium geometry. The level of theory is ωB97M-V/def2-TZVPD.

Values from the calculation:
* charge: 0
* frontier orbital gap: 0.3118 hartree
* electronic energy: -2187.36472 a.u.
* SMILES string: Oc1ccc(O)cc1.Oc1ccc(O)cc1.CCCCCC.CCCCCC.CCCCCC.CCCCCC.CCCCCC.CCCCCC
* spin multiplicity: 1

Positions of all 148 atoms, in Å:
O -5.3484 4.3307 -4.2854
C -4.0182 4.1201 -4.4569
C -3.2064 3.9789 -3.3272
C -1.8396 3.8504 -3.4861
C -1.3167 3.8858 -4.7775
O 0.0418 3.8578 -4.8314
C -2.1165 3.9074 -5.8978
C -3.4649 4.0369 -5.7242
H -5.5386 4.6959 -3.4104
H -3.7029 4.0730 -2.3517
H -1.1589 3.8635 -2.6502
H 0.3091 3.8131 -5.7779
H -1.6174 3.8198 -6.8895
H -4.1407 4.0709 -6.5754
O 3.5841 6.0489 0.7029
C 2.9005 6.3806 -0.4749
C 2.5793 5.3725 -1.4304
C 2.0346 5.6712 -2.6596
C 1.5635 6.9399 -2.8396
O 0.6657 7.1792 -3.8208
C 1.7865 7.9452 -1.9221
C 2.4696 7.6373 -0.7739
H 4.1542 5.3234 0.4196
H 2.9041 4.3523 -1.2914
H 1.9487 4.9695 -3.5088
H 0.4222 6.3381 -4.2447
H 1.4905 8.9358 -2.1684
H 2.7474 8.4480 -0.1027
C -0.3464 -3.0944 -2.4469
C 1.1600 -3.2982 -2.6640
C 1.9815 -3.6728 -1.4343
C 1.4067 -4.9011 -0.7701
C 2.0016 -5.1725 0.5895
C 1.2920 -6.4146 1.2206
H -0.9439 -3.9117 -2.0509
H -0.8706 -2.8304 -3.3466
H -0.5505 -2.2748 -1.7499
H 1.1821 -4.1947 -3.3817
H 1.6243 -2.4834 -3.1604
H 1.8147 -2.8844 -0.6848
H 3.0565 -3.7325 -1.5963
H 0.4305 -4.5539 -0.4354
H 1.2880 -5.8580 -1.3363
H 3.0608 -5.4873 0.4226
H 2.0313 -4.2083 1.1819
H 1.5480 -6.5482 2.3143
H 0.2282 -6.2670 1.0310
H 1.5860 -7.4129 0.8206
C -4.7420 0.2616 -2.6659
C -4.0393 -0.1709 -3.9360
C -2.5317 0.0718 -4.0027
C -2.1292 0.3998 -5.4308
C -0.6583 0.7140 -5.7094
C 0.3040 -0.4600 -5.8793
H -4.8217 1.3449 -2.6449
H -4.3877 -0.0947 -1.7055
H -5.7965 -0.0755 -2.7000
H -4.3403 -1.1555 -4.2294
H -4.5061 0.4178 -4.7115
H -1.9315 -0.7534 -3.5429
H -2.3368 0.9631 -3.3794
H -2.3605 -0.4406 -6.0970
H -2.7266 1.2535 -5.7566
H -0.6020 1.3921 -6.6123
H -0.1878 1.3163 -4.9289
H 0.3193 -1.2419 -5.1191
H 0.0352 -1.0155 -6.7966
H 1.3842 -0.1398 -5.9144
C 6.1028 -4.2539 3.3702
C 5.5771 -3.5314 4.6100
C 4.7660 -2.2975 4.1552
C 4.1597 -1.4111 5.2626
C 5.1353 -0.8766 6.2810
C 4.5246 0.3215 7.0586
H 5.2436 -4.7554 2.9137
H 6.7111 -5.1258 3.5162
H 6.7242 -3.5413 2.8077
H 4.9324 -4.2431 5.1520
H 6.4739 -3.2642 5.2228
H 4.0112 -2.4884 3.4100
H 5.5158 -1.6477 3.5529
H 3.6643 -0.5990 4.7014
H 3.4018 -1.9131 5.8913
H 5.4349 -1.6550 6.9574
H 6.0863 -0.5717 5.8523
H 5.2507 0.8342 7.7032
H 4.1463 1.0444 6.3184
H 3.6637 0.0578 7.7189
C -7.1310 -5.4432 0.8785
C -6.4363 -4.2363 0.2934
C -5.1146 -3.9081 0.9294
C -4.3758 -2.7871 0.2079
C -3.0316 -2.4814 0.8095
C -2.9638 -2.4494 2.3208
H -7.4479 -5.2592 1.9007
H -6.5874 -6.3585 0.8720
H -8.0657 -5.6681 0.3129
H -6.0978 -4.3871 -0.7203
H -7.0757 -3.3563 0.2951
H -4.4634 -4.8280 0.9075
H -5.1759 -3.6697 1.9671
H -4.2248 -3.1090 -0.8158
H -5.0121 -1.9134 0.2804
H -2.3219 -3.2515 0.4752
H -2.5725 -1.5813 0.4130
H -2.0638 -1.9418 2.6381
H -3.7842 -1.9205 2.7785
H -2.8667 -3.5140 2.5871
C -2.6501 1.5828 2.9383
C -2.3533 2.8588 3.7511
C -0.8822 3.1593 3.9788
C -0.1154 2.2333 4.8774
C 1.3713 2.5344 5.1158
C 2.2022 2.3723 3.8376
H -1.9489 1.4795 2.1428
H -3.7085 1.5046 2.6468
H -2.5333 0.7445 3.6157
H -2.8680 3.6924 3.3280
H -2.8889 2.7169 4.6852
H -0.8202 4.1837 4.3387
H -0.3574 3.1863 3.0238
H -0.5160 2.2001 5.9159
H -0.1432 1.2071 4.4797
H 1.4045 3.5922 5.5061
H 1.8635 1.8842 5.8818
H 1.9340 3.0800 3.0464
H 3.2766 2.3171 3.9555
H 1.8874 1.4432 3.3551
C 0.4272 1.6210 -1.3922
C 1.1515 0.3774 -1.7609
C 2.5537 0.2311 -1.2034
C 2.6832 0.4299 0.3286
C 2.4123 -0.7476 1.2392
C 0.8866 -1.1495 1.3138
H 0.4316 1.8529 -0.2892
H -0.6415 1.5203 -1.5567
H 0.8195 2.5507 -1.7681
H 0.4697 -0.4627 -1.5542
H 1.2176 0.2923 -2.8485
H 3.1893 0.9484 -1.6891
H 3.0091 -0.7041 -1.4563
H 3.7314 0.6634 0.3745
H 2.1681 1.3157 0.6911
H 3.0424 -1.5496 0.8259
H 2.7891 -0.6269 2.2437
H 0.6650 -1.8137 0.5005
H 0.7944 -1.7296 2.2561
H 0.2750 -0.2427 1.3340

Question: Which of these has the highest electronic energy?
Answer: C48H96O4

Question: Look up the electronic energy of the first one.
Answer: -3851.99628 a.u.